(1)
ORCA calculation (wB97M-V/def2-TZVPD) on C13H21N3O in the gas phase at a distorted geometry.

Geometry as XYZ:
```
38
C13H21N3O wB97M-V/def2-TZVPD
C -2.030 -3.424 -2.252
C -1.145 -2.559 -1.307
C 0.013 -1.841 -2.001
N 0.772 -1.017 -1.092
C 0.052 0.224 -0.486
C 0.960 1.176 0.242
C 0.121 2.303 0.858
C 0.155 2.446 2.249
C -0.741 3.399 2.793
C -1.554 4.062 1.975
N -2.549 4.781 2.363
N -1.557 3.964 0.684
C -0.667 3.124 0.197
O 1.743 0.435 1.217
C 2.480 -0.727 0.712
C 1.622 -1.755 -0.058
C 2.448 -2.779 -0.786
H -2.972 -3.540 -1.805
H -1.491 -4.303 -2.411
H -2.112 -3.014 -3.207
H -0.773 -3.098 -0.461
H -1.794 -1.652 -0.992
H 0.481 -2.587 -2.573
H -0.419 -1.103 -2.663
H -0.581 -0.189 0.332
H -0.441 0.745 -1.263
H 1.592 1.579 -0.571
H 0.775 1.919 3.107
H -0.941 3.610 3.786
H -3.217 5.116 1.686
H -2.724 4.895 3.369
H -0.711 3.039 -0.885
H 3.072 -1.313 1.492
H 3.346 -0.316 0.103
H 0.951 -2.283 0.654
H 2.749 -2.391 -1.814
H 3.283 -3.266 -0.222
H 1.805 -3.660 -0.970
```

- relative energy (zero: lowest compared OMol25 entry of this formula, charge and spin) (kcal per mole) = 85.3
- E_HOMO (eV) = -8.07
- net charge = 0

(2)
ORCA calculation (wB97M-V/def2-TZVPD) on a molecular structure, C10H24AsN4RhS4.

Geometry as XYZ:
```
44
C10H24AsN4RhS4 wB97M-V/def2-TZVPD
Rh -0.960 -0.599 0.054
C 1.382 -1.827 2.160
C 0.938 -0.508 2.784
N -0.384 -0.079 2.279
C -0.681 1.332 2.562
C -0.208 2.230 1.436
N -0.895 1.855 0.205
C -0.609 2.705 -0.955
C 0.434 2.119 -1.898
C -0.094 1.022 -2.820
N -0.338 -0.290 -2.190
C 0.745 -1.268 -2.380
C 1.937 -0.962 -1.493
N 1.515 -0.819 -0.091
C 2.216 -1.644 0.902
H 0.489 -2.409 1.911
H 1.958 -2.409 2.881
H 1.653 0.289 2.554
H 0.911 -0.586 3.874
H -1.101 -0.659 2.703
H -0.229 1.652 3.505
H -1.764 1.435 2.661
H 0.875 2.132 1.291
H -0.395 3.276 1.711
H -1.894 1.852 0.379
H -0.286 3.698 -0.623
H -1.542 2.844 -1.504
H 1.299 1.768 -1.323
H 0.804 2.924 -2.539
H 0.599 0.893 -3.658
H -1.039 1.366 -3.245
H -1.185 -0.690 -2.583
H 1.064 -1.314 -3.427
H 0.335 -2.237 -2.098
H 2.455 -0.062 -1.834
H 2.651 -1.781 -1.582
H 1.581 0.152 0.181
H 3.184 -1.196 1.159
H 2.419 -2.619 0.457
S -4.354 -2.673 -2.219
As -3.587 -2.327 -0.285
S -3.442 -0.209 0.200
S -1.518 -2.995 -0.066
S -4.939 -3.381 0.966
```

- relative energy (zero: lowest compared OMol25 entry of this formula, charge and spin) (kcal per mole) = 9.0
- E_HOMO (alpha / beta) (eV) = -6.65 / -7.28
- expectation value of S² = 6.02
- multiplicity = 5
- net charge = 0

(3)
ORCA calculation (wB97M-V/def2-TZVPD) on 3 unconnected molecules or ions with the total composition C11H17IN3O2PS at a distorted geometry.

Geometry as XYZ:
```
36
C11H17IN3O2PS wB97M-V/def2-TZVPD
N 3.862 -4.880 -0.920
P 3.449 -3.203 -1.259
I 2.799 -0.724 -1.592
C 2.080 -3.683 -2.419
S 0.524 -3.678 -1.564
O 0.752 -3.740 -0.148
O -0.324 -4.651 -2.191
H 4.386 -5.347 -1.648
H 4.295 -5.022 -0.019
H 3.194 -3.019 0.095
H 4.701 -2.857 -1.771
H 2.042 -3.002 -3.264
H 2.253 -4.702 -2.747
H 0.060 -2.442 -1.859
C -2.424 -1.513 2.236
C -1.182 -1.772 1.677
C -0.369 -0.695 1.353
N -0.718 0.575 1.553
C -1.912 0.803 2.090
C -2.802 -0.198 2.448
H -3.087 -2.326 2.502
H -0.847 -2.782 1.495
H 0.611 -0.838 0.909
H -2.167 1.847 2.241
H -3.762 0.049 2.879
C -1.320 4.123 0.344
C -0.221 4.779 -0.185
C -0.369 6.100 -0.578
N -1.511 6.778 -0.478
C -2.557 6.134 0.032
C -2.516 4.814 0.456
H -1.241 3.091 0.657
H 0.730 4.277 -0.291
H 0.467 6.650 -0.996
H -3.475 6.709 0.100
H -3.400 4.342 0.862
```

- E_HOMO (eV) = -9.35
- net charge = 0

(4)
ORCA calculation (wB97M-V/def2-TZVPD) on 2 unconnected molecules or ions with the total composition C3H3NO2 at a distorted geometry.

Geometry as XYZ:
```
9
C3H3NO2 wB97M-V/def2-TZVPD
O -0.143 -1.643 1.295
C -0.013 -0.476 0.618
N 0.203 0.712 1.168
O 0.388 1.573 0.098
C 0.254 0.883 -1.043
C -0.042 -0.407 -0.786
H -0.960 -0.823 2.054
H 0.412 1.433 -1.958
H -0.099 -1.251 -1.446
```

- relative energy (zero: lowest compared OMol25 entry of this formula, charge and spin) (kcal per mole) = 107.2
- E_HOMO (eV) = -10.02
- net charge = 0

(5)
ORCA calculation (wB97M-V/def2-TZVPD) on a molecular structure, H4N3OPS at a distorted geometry.

Geometry as XYZ:
```
10
H4N3OPS wB97M-V/def2-TZVPD
N 1.744 -0.340 -0.155
N 0.577 1.261 -1.229
N -1.277 -0.069 0.445
O 2.971 2.048 -0.872
P 2.348 0.987 -1.655
S 0.446 0.513 0.224
H 2.212 -0.757 0.624
H 0.226 2.137 -1.294
H -1.151 -0.625 1.309
H -1.871 -0.567 -0.307
```

- relative energy (zero: lowest compared OMol25 entry of this formula, charge and spin) (kcal per mole) = 63.8
- E_HOMO (eV) = -8.99
- net charge = 0

(6)
ORCA calculation (wB97M-V/def2-TZVPD) on 8 unconnected molecules or ions with the total composition H16O8 at a distorted geometry.

Geometry as XYZ:
```
24
H16O8 wB97M-V/def2-TZVPD
O 0.260 -2.488 -0.467
H 1.135 -2.840 -0.691
H -0.237 -3.316 -0.457
O -0.163 0.170 2.152
H -0.817 -0.256 1.559
H 0.537 -0.446 2.058
O 3.105 0.401 0.754
H 2.547 0.289 -0.002
H 2.839 1.281 1.044
O 1.854 2.328 2.018
H 1.950 3.108 2.517
H 1.084 2.372 1.481
O -1.502 -2.730 -2.808
H -2.365 -3.155 -2.751
H -1.323 -2.419 -1.929
O -0.702 2.650 0.816
H -1.431 1.994 0.980
H -1.200 3.321 0.366
O -2.006 -0.364 -1.376
H -2.102 -0.878 -0.525
H -2.293 -0.916 -2.083
O 0.677 0.648 -0.846
H 0.175 -0.044 -1.279
H -0.022 1.281 -0.536
```

- relative energy (zero: lowest compared OMol25 entry of this formula, charge and spin) (kcal per mole) = 59.3
- E_HOMO (eV) = -9.60
- net charge = 0

(7)
ORCA calculation (wB97M-V/def2-TZVPD) on 2 unconnected molecules or ions with the total composition C9H14N5 at a distorted geometry.

Geometry as XYZ:
```
28
C9H14N5 wB97M-V/def2-TZVPD
C 1.001 -2.828 0.112
C 1.763 -0.893 -0.634
C -1.421 0.256 0.558
C 0.879 1.498 0.921
C -0.973 0.495 1.795
C 0.471 1.261 -0.367
C -1.602 -0.098 3.028
C 1.098 1.848 -1.653
C -1.483 0.610 -1.780
N 1.428 -1.581 0.504
N 1.058 -2.926 -1.183
N 0.189 1.215 2.011
N 1.499 -1.734 -1.635
N -0.767 0.741 -0.513
H 0.630 -3.531 0.720
H -2.413 -0.209 0.347
H 1.876 1.849 1.270
H -2.370 -0.722 2.783
H -2.143 0.677 3.724
H -0.867 -0.555 3.688
H 1.111 0.964 -2.331
H 2.056 2.291 -1.586
H 0.458 2.644 -2.041
H -1.733 1.512 -2.162
H -0.847 0.238 -2.642
H -2.347 -0.070 -1.737
H 1.539 -1.601 -2.628
H 1.910 -1.353 1.430
```

- relative energy (zero: lowest compared OMol25 entry of this formula, charge and spin) (kcal per mole) = 0.0
- E_HOMO (alpha / beta) (eV) = -9.93 / -13.14
- expectation value of S² = 2.01
- multiplicity = 3
- net charge = +1

(8)
ORCA calculation (wB97M-V/def2-TZVPD) on a molecular structure, C41H37Br2N3PSSiTi.

Geometry as XYZ:
```
87
C41H37Br2N3PSSiTi wB97M-V/def2-TZVPD
Ti 0.330 -0.536 -0.471
N 0.600 0.508 -3.512
P -0.804 0.241 -2.598
C -1.311 1.847 -1.948
C -0.822 3.049 -2.465
C -1.209 4.251 -1.897
C -2.070 4.261 -0.804
C -2.551 3.073 -0.281
C -2.169 1.864 -0.847
C -1.950 -0.276 -3.875
C -3.027 0.523 -4.246
C -3.914 0.070 -5.212
C -3.725 -1.172 -5.802
C -2.648 -1.969 -5.433
C -1.764 -1.528 -4.464
C 1.826 0.731 -2.923
C 2.875 1.248 -3.692
C 4.081 1.504 -3.094
C 4.230 1.254 -1.730
C 3.168 0.736 -1.045
N 1.962 0.452 -1.613
H 0.517 0.750 -4.489
H -0.149 3.050 -3.315
H -0.841 5.182 -2.306
H -2.363 5.203 -0.358
H -3.225 3.084 0.566
H -2.574 0.938 -0.459
H -3.180 1.489 -3.780
H -4.751 0.688 -5.506
H -4.419 -1.521 -6.554
H -2.505 -2.936 -5.897
H -0.932 -2.156 -4.163
H 2.713 1.448 -4.743
H 4.900 1.908 -3.675
H 5.153 1.460 -1.210
H 3.249 0.542 0.012
Br -2.470 -1.475 0.986
C -3.404 -2.624 -0.260
Br -4.287 -1.647 -1.645
H -4.148 -3.155 0.320
H -2.677 -3.286 -0.714
S 0.094 -2.931 -1.088
C 0.372 -4.065 0.199
N 0.819 -5.286 -0.183
C 1.058 -6.313 0.658
C 0.854 -6.153 1.999
C 0.392 -4.914 2.448
C 0.149 -3.882 1.564
H 0.981 -5.419 -1.175
H 1.408 -7.230 0.206
H 1.044 -6.971 2.676
H 0.210 -4.757 3.503
H -0.239 -2.939 1.921
C 0.661 5.323 1.868
C 1.071 4.592 0.761
C 0.931 3.213 0.754
C 0.396 2.534 1.853
C -0.008 3.287 2.961
C 0.120 4.670 2.966
Si 0.326 0.670 1.869
C -0.767 0.009 3.224
C -2.042 0.546 3.435
C -2.875 0.037 4.419
C -2.451 -1.026 5.205
C -1.188 -1.570 5.014
C -0.354 -1.056 4.031
C 2.079 -0.014 2.014
C 3.122 0.743 2.562
C 4.426 0.272 2.550
C 4.729 -0.959 1.969
C 3.720 -1.719 1.400
C 2.414 -1.244 1.431
H 0.768 6.400 1.877
H 1.494 5.098 -0.098
H 1.246 2.660 -0.127
H -0.416 2.793 3.835
H -0.191 5.236 3.834
H -2.386 1.377 2.828
H -3.854 0.471 4.578
H -3.099 -1.421 5.976
H -0.849 -2.380 5.647
H 0.647 -1.462 3.916
H 2.907 1.711 2.998
H 5.216 0.864 2.994
H 5.750 -1.318 1.961
H 3.949 -2.668 0.931
H 1.651 -1.879 0.982
```

- relative energy (zero: lowest compared OMol25 entry of this formula, charge and spin) (kcal per mole) = 22.8
- E_HOMO (alpha / beta) (eV) = -12.95 / -12.54
- expectation value of S² = 0.89
- multiplicity = 2
- net charge = +2

The highest net charge belongs to which entry? C41H37Br2N3PSSiTi